(1)
Below is a molecular structure, C33H46BrMgN3P2Se in a non-equilibrium geometry, with properties calculated with ωB97M-V/def2-TZVPD.

Each line ends with the Mulliken charge.
Atoms and positions in Å:
C 4.613 -1.891 1.726  -0.392
C 4.447 -1.703 0.331  0.360
C 4.634 -2.755 -0.569  -0.373
C 4.874 -4.014 -0.023  -0.492
N 4.957 -4.223 1.283  -0.530
C 4.854 -3.208 2.135  -0.371
C 3.835 -0.539 -0.289  0.731
C 2.907 0.251 -0.602  -0.226
C 2.304 1.537 -1.007  0.470
C 0.861 1.896 -1.086  0.817
C 0.415 3.259 -1.225  -0.982
C 1.431 4.179 -1.541  -0.474
C 2.808 3.863 -1.570  -0.543
C 3.236 2.578 -1.191  -0.926
Mg -0.518 1.727 0.671  1.035
P -0.398 -1.261 0.561  0.477
H 4.440 -2.601 -1.626  0.481
H 4.429 -1.095 2.448  0.488
H 5.001 -4.866 -0.681  0.403
H 4.974 -3.458 3.187  0.382
H 4.297 2.380 -0.913  0.457
H 0.133 1.193 -1.598  -0.666
H 3.543 4.647 -1.821  0.456
H -0.671 3.537 -1.190  1.158
C -2.030 -2.152 0.753  -0.860
C -2.153 -3.677 0.801  -1.541
H -2.714 -1.777 -0.023  0.548
H -2.342 -1.710 1.712  0.671
H -3.225 -3.899 0.833  0.447
H -1.752 -4.200 -0.074  0.266
H -1.712 -4.147 1.689  0.334
C 0.557 -2.576 -0.407  0.153
C 1.049 -3.880 0.224  -1.548
H 1.412 -2.065 -0.878  0.275
H -0.185 -2.810 -1.186  -0.090
H 1.462 -4.477 -0.603  0.443
H 1.863 -3.733 0.949  0.131
H 0.256 -4.479 0.698  0.280
C 0.306 -1.568 2.233  -0.156
C -0.073 -2.795 3.062  -1.565
H 0.112 -0.678 2.851  0.538
H 1.376 -1.585 1.966  -0.026
H 0.439 -2.682 4.021  0.495
H -1.140 -2.897 3.284  0.321
H 0.262 -3.751 2.646  0.227
Br 0.932 5.967 -2.106  -0.106
P -1.137 -0.265 -2.841  0.982
C -1.454 -2.008 -3.158  -0.560
C -2.404 -2.377 -4.279  -1.466
H -1.892 -2.381 -2.225  0.266
H -0.489 -2.505 -3.262  0.620
H -2.649 -3.444 -4.239  0.457
H -3.337 -1.831 -4.171  0.246
H -2.013 -2.183 -5.277  0.278
C -2.527 0.723 -3.656  -0.736
C -2.265 1.151 -5.125  -1.251
H -2.670 1.620 -3.007  0.401
H -3.470 0.144 -3.564  0.477
H -3.055 1.828 -5.486  0.433
H -1.295 1.670 -5.217  0.283
H -2.235 0.298 -5.828  0.201
C 0.451 0.086 -3.852  -0.445
C 0.560 -0.685 -5.177  -1.309
H 1.274 -0.229 -3.183  0.265
H 0.568 1.178 -4.004  0.444
H 1.544 -0.493 -5.638  0.434
H 0.483 -1.772 -5.020  0.285
H -0.208 -0.389 -5.913  0.204
C -1.163 4.471 1.787  -0.799
N -1.277 3.317 2.683  0.304
C -2.045 2.193 2.374  -0.379
Se -2.961 1.935 0.732  -0.018
N -2.410 1.657 3.602  0.077
C -2.065 2.522 4.653  0.657
C -2.550 2.603 5.954  -0.807
C -2.509 3.849 6.544  -0.549
C -1.827 4.909 5.948  -0.650
C -1.127 4.739 4.745  -0.943
C -1.380 3.561 4.060  0.589
H -2.067 5.098 1.878  0.414
H -1.020 4.149 0.739  0.221
H -0.280 5.058 2.091  0.355
H -3.079 0.914 3.776  0.285
H -2.932 1.699 6.419  0.436
H -2.980 4.004 7.480  0.446
H -1.797 5.854 6.449  0.429
H -0.415 5.470 4.356  0.451

Relative energy (zero: lowest compared OMol25 entry of this formula, charge and spin) ... 2.0357 eV
Orbital gap ... 6.14 eV
Charge ... +2
E_HOMO ... -12.804 eV

(2)
Below is 2 unconnected molecules or ions with the total composition C4H8N4O3 in a non-equilibrium geometry, with properties calculated with ωB97M-V/def2-TZVPD.

Each line ends with the Mulliken charge.
Atoms and positions in Å:
N -3.280 -0.708 0.365  -0.515
C -1.989 -0.290 0.055  0.048
C -0.863 -1.097 0.061  0.158
O -0.913 -2.398 0.274  -0.514
N 0.395 -0.472 -0.224  0.530
O 1.413 -1.183 -0.338  -0.754
C 0.435 0.861 -0.137  -0.245
N -0.624 1.658 -0.074  -0.057
C -1.898 1.136 -0.037  0.518
O -2.845 1.879 -0.168  -0.674
H -3.645 -1.701 0.154  0.209
H -3.960 0.034 0.204  0.252
H -1.642 -2.936 -0.112  0.342
H 1.376 1.292 -0.307  0.384
H -0.294 2.672 0.031  0.308
N 4.442 0.498 0.104  -0.663
H 3.795 -0.287 -0.102  0.249
H 5.094 0.160 0.910  0.228
H 5.001 0.882 -0.660  0.197

Relative energy (zero: lowest compared OMol25 entry of this formula, charge and spin) ... 4.7120 eV
Orbital gap ... 7.97 eV
Charge ... 0
SMILES string ... Nc1c(O)[n+]([O-])c[nH]c1=O.N
E_HOMO ... -7.725 eV

(3)
Below is 2 unconnected molecules or ions with the total composition C3H9ClO3P in a non-equilibrium geometry, with properties calculated with ωB97M-V/def2-TZVPD.

Each line ends with the Mulliken charge.
Atoms and positions in Å:
C -0.151 2.317 -1.306  -0.703
C -0.620 -1.991 -1.378  -0.636
C 1.293 -0.370 2.268  -0.625
O 0.457 1.597 -0.311  -0.257
O -0.173 -0.591 -1.346  -0.227
O 1.001 -0.690 0.937  -0.165
P -0.034 0.118 0.044  0.904
Cl -2.444 -0.257 1.737  -0.107
H 0.587 2.676 -1.966  0.307
H -0.855 3.039 -0.782  0.292
H -0.777 1.754 -1.923  0.363
H -1.408 -2.006 -0.740  0.400
H 0.216 -2.770 -1.001  0.250
H -0.973 -2.025 -2.353  0.306
H 0.423 0.218 2.655  0.293
H 2.184 0.234 2.541  0.299
H 1.275 -1.253 2.924  0.305

Orbital gap (alpha / beta) ... 7.91 / 7.61 eV
Charge ... +1
E_HOMO (alpha / beta) ... -15.574 / -15.310 eV

(4)
Below is 7 unconnected molecules or ions with the total composition C4H23N3O7 in a non-equilibrium geometry, with properties calculated with ωB97M-V/def2-TZVPD.

Each line ends with the Mulliken charge.
Atoms and positions in Å:
N -0.974 1.199 2.004  -0.526
C -1.668 1.174 0.726  -0.369
C -1.493 -0.255 0.156  -1.028
C -0.083 -0.669 -0.203  1.400
N 0.386 -0.219 -1.608  -0.683
C 0.309 -2.085 -0.010  0.194
N 1.634 -2.341 -0.210  -0.351
O -0.415 -3.027 0.304  -0.752
H -0.161 0.612 2.118  0.158
H -0.782 2.122 2.358  0.260
H -1.489 2.016 0.072  0.443
H -2.747 1.142 0.917  0.281
H -2.195 -0.388 -0.667  0.445
H -1.884 -0.912 0.925  0.387
H 0.514 0.069 0.349  -0.537
H -0.417 0.360 -1.861  0.165
H 0.244 -1.005 -2.224  0.296
H 1.881 -3.311 -0.109  0.262
H 2.297 -1.628 -0.454  0.217
O 2.357 1.862 1.355  -0.604
H 2.598 2.082 0.454  0.303
H 3.076 1.309 1.676  0.294
O 1.687 -0.782 3.225  -0.601
H 1.564 -0.701 4.171  0.286
H 1.699 -1.681 2.897  0.296
O 0.144 3.389 -1.330  -0.665
H 1.066 3.619 -1.456  0.283
H 0.031 2.498 -0.994  0.239
O 2.604 1.564 -1.922  -0.685
H 2.811 1.404 -2.839  0.245
H 1.996 0.908 -1.542  0.389
O -2.002 1.638 -2.147  -0.542
H -1.602 2.503 -2.313  0.274
H -2.830 1.613 -2.636  0.244
O -3.125 -2.940 -0.095  -0.661
H -2.172 -3.050 -0.275  0.348
H -3.219 -3.222 0.818  0.295

Relative energy (zero: lowest compared OMol25 entry of this formula, charge and spin) ... 2.4267 eV
Orbital gap ... 8.80 eV
Charge ... 0
SMILES string ... NCC[C@H](N)C(N)=O.O.O.O.O.O.O
E_HOMO ... -8.479 eV

(5)
Below is 2 unconnected molecules or ions with the total composition C4H10NO2S in a non-equilibrium geometry, with properties calculated with ωB97M-V/def2-TZVPD.

Each line ends with the Mulliken charge.
Atoms and positions in Å:
C -1.150 -0.231 -1.235  -0.587
C -1.395 1.376 -1.042  -0.780
S -1.402 1.857 0.788  -0.610
C 0.346 -0.448 -0.984  0.354
N 0.872 -0.941 0.312  -0.134
C -0.048 -1.268 1.443  -0.869
O 1.205 -0.302 -1.895  -0.691
H -1.799 -0.846 -0.564  0.296
H -1.363 -0.331 -2.315  0.348
H -0.583 1.767 -1.607  0.318
H -2.360 1.519 -1.466  0.307
H 1.840 -1.330 0.280  0.253
H -1.084 -0.739 1.303  0.207
H 0.334 -1.243 2.462  0.307
H -0.554 -2.288 1.106  0.329
H 1.686 0.866 1.221  0.342
H 2.855 1.458 0.705  0.280
O 2.600 1.125 1.488  -0.670

Relative energy (zero: lowest compared OMol25 entry of this formula, charge and spin) ... 2.4506 eV
Orbital gap ... 6.60 eV
Charge ... -1
E_HOMO ... -2.840 eV

(6)
Below is a gas-phase ion, C2H2ClO2S (charge -1) in a non-equilibrium geometry, with properties calculated with ωB97M-V/def2-TZVPD.

Each line ends with the Mulliken charge.
Atoms and positions in Å:
C -0.249 0.963 -0.951  -0.633
C -0.243 0.380 0.270  0.176
O 1.402 -1.657 -0.361  -0.622
O 0.101 -1.814 1.770  -0.640
S 1.016 -0.959 0.909  0.465
Cl -1.189 1.002 1.592  -0.239
H -1.009 1.690 -1.434  0.232
H 0.173 0.395 -1.795  0.262

Relative energy (zero: lowest compared OMol25 entry of this formula, charge and spin) ... 1.3625 eV
Orbital gap ... 7.36 eV
Charge ... -1
E_HOMO ... -3.702 eV

(7)
Below is a molecular structure, C20H15AuI2N3O8S2Te in a non-equilibrium geometry, with properties calculated with ωB97M-V/def2-TZVPD.

Each line ends with the Löwdin spin population.
Atoms and positions in Å:
Au 1.500 -1.679 -2.162  0.064
Te 0.814 0.656 -1.044  0.437
C 1.364 2.641 -1.644  0.068
C 1.392 2.955 -2.997  0.021
C 1.551 4.274 -3.386  0.005
C 1.642 5.278 -2.433  0.004
C 1.627 4.959 -1.084  -0.001
C 1.496 3.639 -0.688  0.009
C -1.094 1.104 -1.826  0.045
C -1.740 0.332 -2.782  0.024
C -3.014 0.681 -3.188  0.003
C -3.652 1.773 -2.611  0.033
C -3.008 2.539 -1.650  -0.002
C -1.718 2.223 -1.274  0.028
H 1.295 2.166 -3.733  0.003
H 1.592 4.521 -4.436  0.001
H 1.727 6.310 -2.740  0.000
H 1.707 5.737 -0.341  0.000
H 1.475 3.378 0.363  0.002
H -1.244 -0.537 -3.190  0.001
H -3.522 0.096 -3.941  0.000
H -4.660 2.030 -2.898  0.002
H -3.509 3.374 -1.184  -0.001
H -1.219 2.811 -0.514  0.001
C 1.617 -0.206 3.546  0.007
O 3.027 -0.361 3.545  0.004
C 3.642 -0.583 2.423  0.037
S 5.282 -0.822 2.307  0.651
S 2.946 -0.637 0.874  0.351
H 1.354 0.103 4.554  0.001
H 1.137 -1.159 3.310  0.001
H 1.308 0.551 2.817  0.003
O -2.662 -3.434 4.945  0.002
N -1.701 -3.913 4.395  0.001
O -1.041 -4.843 4.789  0.002
C -1.297 -3.311 3.138  0.014
C -0.197 -3.813 2.461  -0.003
C 0.191 -3.264 1.246  0.015
C -0.510 -2.153 0.681  0.004
O -0.105 -1.507 -0.336  0.124
C -1.634 -1.686 1.427  0.013
C -2.012 -2.228 2.629  -0.003
N -2.354 -0.553 0.891  0.001
O -2.603 -0.562 -0.292  -0.006
O -2.631 0.337 1.663  0.016
N 1.367 -3.758 0.597  0.001
O 2.250 -4.205 1.287  0.000
O 1.439 -3.685 -0.630  0.002
H 0.349 -4.641 2.893  0.000
H -2.853 -1.818 3.172  0.000
I 2.395 -3.382 -4.094  0.006
I 2.494 -5.732 -2.858  0.009

Relative energy (zero: lowest compared OMol25 entry of this formula, charge and spin) ... 1.5810 eV
Orbital gap (alpha / beta) ... 6.75 / 4.75 eV
Charge ... +1
E_HOMO (alpha / beta) ... -11.665 / -11.742 eV
Multiplicity ... 3
<S²> ... 2.0159

Taking the records one at a time from the top gives E values of -198831.919 -16377.834 -31201.093 -23324.276 -20730.487 -29559.013 -90672.360 eV.